ORCA calculation (the ωB97M-V functional and the def2-TZVPD basis) on a structure of composition C15H26N5O2V at a distorted geometry.

E_LUMO (alpha / beta) = -0.46161 / -0.44096 Ha
HOMO energy (alpha / beta) = -0.6989 / -0.7012 Eh
Net charge = +3
Kohn-Sham gap (alpha / beta) = 6.46 / 7.08 eV
Spin multiplicity = 2
Expectation value of S² = 0.7617

Cartesian coordinates (Å):
V1 -0.085 0.724 0.590
N1 -0.202 0.460 2.671
C1 0.378 1.599 3.416
C2 -0.326 2.910 3.088
C3 -0.185 3.355 1.620
O1 -0.061 4.465 1.240
O2 -0.233 2.268 0.851
H1 -1.179 0.335 2.971
H2 0.290 -0.403 2.940
H3 1.447 1.670 3.169
H4 0.281 1.420 4.496
H5 0.090 3.722 3.693
H6 -1.399 2.848 3.313
N2 1.501 -0.178 0.259
C4 2.635 -0.312 -0.025
N3 3.896 -0.382 -0.164
C5 4.627 -0.928 -1.300
C6 5.836 -1.777 -0.879
C7 6.661 -1.126 0.212
C8 5.778 -0.722 1.376
C9 4.694 0.245 0.897
H7 5.002 -0.082 -1.889
H8 3.953 -1.512 -1.927
H9 6.450 -1.958 -1.763
H10 5.485 -2.756 -0.538
H11 7.204 -0.258 -0.173
H12 7.439 -1.818 0.548
H13 6.358 -0.226 2.154
H14 5.310 -1.607 1.812
H15 5.160 1.145 0.486
H16 4.036 0.534 1.719
N4 -1.629 -0.165 0.287
C10 -2.772 -0.282 0.008
N5 -4.009 -0.450 -0.176
C11 -4.696 -0.215 -1.442
C12 -5.638 0.990 -1.300
C13 -6.562 0.855 -0.099
C14 -5.788 0.527 1.169
C15 -4.905 -0.707 0.952
H17 -5.278 -1.113 -1.670
H18 -3.974 -0.048 -2.243
H19 -6.223 1.071 -2.217
H20 -5.043 1.904 -1.211
H21 -7.318 0.085 -0.289
H22 -7.121 1.786 0.038
H23 -6.473 0.325 1.992
H24 -5.162 1.377 1.460
H25 -5.525 -1.570 0.690
H26 -4.326 -0.942 1.847

Want to see where the charge sits? The Mulliken charges in e are: number 1, V, carries 1.83; number 2, N, carries -0.36; number 3, C, carries -0.41; number 4, C, carries -0.56; number 5, C, carries 0.48; number 6, O, carries -0.34; number 7, O, carries -0.46; number 8, H, carries 0.34; number 9, H, carries 0.35; number 10, H, carries 0.22; number 11, H, carries 0.44; number 12, H, carries 0.40; number 13, H, carries 0.31; number 14, N, carries -0.61; number 15, C, carries 0.62; number 16, N, carries 0.06; number 17, C, carries -0.62; number 18, C, carries -0.60; number 19, C, carries -0.66; number 20, C, carries -0.64; number 21, C, carries -0.56; number 22, H, carries 0.34; number 23, H, carries 0.42; number 24, H, carries 0.35; number 25, H, carries 0.33; number 26, H, carries 0.33; number 27, H, carries 0.33; number 28, H, carries 0.35; number 29, H, carries 0.33; number 30, H, carries 0.31; number 31, H, carries 0.32; number 32, N, carries -0.63; number 33, C, carries 0.61; number 34, N, carries 0.01; number 35, C, carries -0.67; number 36, C, carries -0.51; number 37, C, carries -0.68; number 38, C, carries -0.48; number 39, C, carries -0.73; number 40, H, carries 0.32; number 41, H, carries 0.44; number 42, H, carries 0.35; number 43, H, carries 0.29; number 44, H, carries 0.34; number 45, H, carries 0.33; number 46, H, carries 0.36; number 47, H, carries 0.26; number 48, H, carries 0.31; number 49, H, carries 0.46

---

ORCA calculation (the ωB97M-V functional and the def2-TZVPD basis) on a cluster of 2 separate species, C15H26N6OP in total at a distorted geometry.

ΔE to the lowest compared entry with this formula, charge and spin = 0.0 kcal per mole
E_LUMO = -0.16668 Ha
HOMO energy = -0.3856 Eh
Net charge = +1
Kohn-Sham gap = 5.96 eV

Cartesian coordinates (Å):
C1 -3.296 6.324 2.498
C2 -3.525 4.956 2.464
C3 -2.836 4.228 1.499
C4 -1.990 4.924 0.670
N1 -1.290 4.175 -0.383
C5 -1.300 4.680 -1.609
C6 -0.674 3.967 -2.624
C7 -0.092 2.781 -2.267
C8 -0.110 2.357 -0.933
N2 -0.711 3.058 0.004
N3 -1.712 6.209 0.682
C9 -2.387 6.883 1.615
H1 -3.816 6.958 3.202
H2 -4.199 4.451 3.141
H3 -2.958 3.159 1.401
H4 -1.804 5.621 -1.776
H5 -0.684 4.335 -3.640
H6 0.392 2.149 -3.002
H7 0.349 1.421 -0.634
H8 -2.193 7.948 1.670
O1 0.772 -1.151 -1.100
P1 0.947 -2.387 -0.280
N4 2.641 -2.536 -0.185
C10 3.386 -3.767 0.016
C11 3.351 -1.363 0.316
N5 0.301 -3.559 -1.335
C12 0.916 -4.847 -1.602
C13 -0.389 -3.073 -2.525
N6 0.538 -3.303 1.108
C14 -0.916 -3.566 1.251
C15 0.971 -2.666 2.376
H9 3.256 -4.215 1.010
H10 4.450 -3.565 -0.113
H11 3.144 -4.516 -0.729
H12 3.261 -1.231 1.402
H13 2.970 -0.458 -0.158
H14 4.411 -1.427 0.074
H15 1.762 -4.763 -2.293
H16 0.182 -5.518 -2.054
H17 1.240 -5.333 -0.683
H18 0.307 -2.769 -3.316
H19 -1.030 -2.228 -2.289
H20 -1.032 -3.863 -2.918
H21 -1.500 -2.643 1.321
H22 -1.083 -4.149 2.156
H23 -1.291 -4.149 0.417
H24 0.600 -1.642 2.482
H25 2.057 -2.651 2.452
H26 0.610 -3.250 3.220

Want to see where the charge sits? The Mulliken charges in e are: number 1, C, carries -0.35; number 2, C, carries -0.48; number 3, C, carries -0.26; number 4, C, carries 0.42; number 5, N, carries 0.84; number 6, C, carries 0.26; number 7, C, carries -0.75; number 8, C, carries -0.24; number 9, C, carries -0.53; number 10, N, carries -0.82; number 11, N, carries -0.49; number 12, C, carries -0.40; number 13, H, carries 0.38; number 14, H, carries 0.43; number 15, H, carries 0.40; number 16, H, carries 0.45; number 17, H, carries 0.43; number 18, H, carries 0.42; number 19, H, carries 0.88; number 20, H, carries 0.40; number 21, O, carries -0.79; number 22, P, carries 0.66; number 23, N, carries 0.05; number 24, C, carries -0.76; number 25, C, carries -0.96; number 26, N, carries 0.25; number 27, C, carries -1.21; number 28, C, carries -0.99; number 29, N, carries 0.03; number 30, C, carries -1.06; number 31, C, carries -0.98; number 32, H, carries 0.29; number 33, H, carries 0.39; number 34, H, carries 0.19; number 35, H, carries 0.31; number 36, H, carries 0.18; number 37, H, carries 0.40; number 38, H, carries 0.31; number 39, H, carries 0.39; number 40, H, carries 0.37; number 41, H, carries 0.30; number 42, H, carries 0.29; number 43, H, carries 0.33; number 44, H, carries 0.34; number 45, H, carries 0.41; number 46, H, carries 0.30; number 47, H, carries 0.34; number 48, H, carries 0.23; number 49, H, carries 0.39

---

ORCA calculation (the ωB97M-V functional and the def2-TZVPD basis) on a structure of composition C15H27AlN2OS2SbSe4.

ΔE to the lowest compared entry with this formula, charge and spin = 0.0 kcal per mole
E_LUMO = -0.12421 Ha
HOMO energy = -0.3849 Eh
Net charge = +1
Kohn-Sham gap = 7.09 eV

Cartesian coordinates (Å):
Al1 0.314 0.619 -1.348
C1 -0.084 3.599 -0.760
C2 0.274 3.444 -2.232
N1 1.051 2.211 -2.445
C3 2.515 2.324 -2.312
C4 3.001 2.445 -0.872
S1 2.280 1.177 0.228
C5 1.407 2.170 1.475
C6 -0.108 2.210 1.261
N2 -0.455 2.290 -0.170
H1 -0.889 4.324 -0.640
H2 0.767 3.987 -0.204
H3 0.818 4.324 -2.581
H4 -0.630 3.351 -2.832
H5 0.881 1.922 -3.420
H6 2.887 3.181 -2.881
H7 2.936 1.425 -2.765
H8 2.788 3.423 -0.445
H9 4.082 2.317 -0.852
H10 1.856 3.162 1.483
H11 1.622 1.724 2.445
H12 -0.522 3.059 1.813
H13 -0.554 1.302 1.656
H14 -1.461 2.177 -0.258
C7 -1.055 -3.926 5.639
C8 -1.170 -3.265 4.295
C9 -0.048 -3.075 3.488
C10 -0.153 -2.479 2.244
C11 -1.401 -2.059 1.807
C12 -2.533 -2.217 2.594
C13 -2.410 -2.827 3.832
S2 -1.604 -1.319 0.214
C14 -1.342 -2.741 -0.831
O1 -0.318 -0.475 0.070
H15 -0.021 -4.163 5.879
H16 -1.630 -4.852 5.661
H17 -1.450 -3.279 6.423
H18 0.921 -3.406 3.840
H19 0.722 -2.332 1.623
H20 -3.499 -1.870 2.246
H21 -3.289 -2.960 4.450
H22 -0.363 -3.163 -0.611
H23 -1.418 -2.408 -1.866
H24 -2.133 -3.458 -0.611
C15 1.341 -0.768 -2.329
H25 1.594 -0.509 -3.364
H26 0.778 -1.705 -2.371
H27 2.291 -1.012 -1.840
Se1 -2.874 -1.362 -5.918
Sb1 -1.143 -0.042 -4.718
Se2 -0.994 -2.529 -4.898
Se3 0.413 1.404 -5.775
Se4 -1.988 0.629 -2.513

Want to see where the charge sits? The Mulliken charges in e are: number 1, Al, carries -0.20; number 2, C, carries -0.65; number 3, C, carries -0.68; number 4, N, carries 0.64; number 5, C, carries -0.84; number 6, C, carries -0.61; number 7, S, carries -0.06; number 8, C, carries -0.74; number 9, C, carries -0.54; number 10, N, carries -0.03; number 11, H, carries 0.43; number 12, H, carries 0.26; number 13, H, carries 0.45; number 14, H, carries 0.32; number 15, H, carries -0.45; number 16, H, carries 0.54; number 17, H, carries 0.35; number 18, H, carries 0.30; number 19, H, carries 0.56; number 20, H, carries 0.46; number 21, H, carries 0.51; number 22, H, carries 0.50; number 23, H, carries 0.10; number 24, H, carries 0.43; number 25, C, carries -1.47; number 26, C, carries 0.92; number 27, C, carries -0.82; number 28, C, carries -0.51; number 29, C, carries 0.61; number 30, C, carries -0.57; number 31, C, carries -0.64; number 32, S, carries 0.04; number 33, C, carries -0.65; number 34, O, carries 0.64; number 35, H, carries 0.35; number 36, H, carries 0.34; number 37, H, carries 0.36; number 38, H, carries 0.33; number 39, H, carries 0.37; number 40, H, carries 0.46; number 41, H, carries 0.41; number 42, H, carries 0.37; number 43, H, carries -0.03; number 44, H, carries 0.50; number 45, C, carries -1.46; number 46, H, carries 0.32; number 47, H, carries 0.19; number 48, H, carries 0.34; number 49, Se, carries -0.27; number 50, Sb, carries 1.03; number 51, Se, carries -0.29; number 52, Se, carries -0.46; number 53, Se, carries -0.46

---

ORCA calculation (the ωB97M-V functional and the def2-TZVPD basis) on a structure of composition C15H27ClO9S at a distorted geometry.

E_LUMO = -0.02913 Ha
HOMO energy = -0.3925 Eh
Kohn-Sham gap = 9.89 eV

Cartesian coordinates (Å):
C1 -4.999 1.226 -2.857
C2 -5.635 -0.207 -2.822
C3 -4.594 -1.300 -3.279
C4 -4.592 -2.459 -2.242
C5 -3.419 -3.491 -2.394
C6 -2.837 -3.608 -3.842
C7 -1.676 -2.554 -4.025
C8 -0.330 -3.254 -4.362
C9 0.937 -2.414 -4.055
O1 1.062 -2.283 -2.620
S1 0.827 -0.737 -2.072
O2 -0.164 -0.029 -2.901
O3 -0.048 -1.091 -0.639
Cl1 0.722 -0.408 0.685
H1 -5.826 1.959 -2.909
H2 -4.473 1.449 -1.910
H3 -4.303 1.344 -3.703
H4 -5.923 -0.396 -1.772
H5 -6.531 -0.238 -3.464
H6 -3.624 -0.774 -3.347
H7 -4.838 -1.677 -4.284
H8 -5.554 -2.991 -2.339
H9 -4.546 -2.025 -1.229
H10 -2.647 -3.202 -1.654
H11 -3.784 -4.482 -2.065
H12 -2.450 -4.641 -3.927
H13 -3.646 -3.439 -4.572
H14 -1.942 -1.872 -4.846
H15 -1.562 -2.060 -3.052
H16 -0.302 -3.647 -5.395
H17 -0.268 -4.149 -3.708
H18 1.007 -1.466 -4.607
H19 1.804 -3.023 -4.375
C10 2.155 0.197 3.869
C11 0.899 0.498 4.642
O4 1.392 1.248 5.753
C12 2.572 1.800 5.385
O5 3.158 2.614 6.018
O6 2.997 1.301 4.198
H20 1.986 0.145 2.795
H21 2.638 -0.726 4.197
H22 0.198 1.119 4.079
H23 0.385 -0.401 4.978
C13 5.636 5.225 5.636
C14 6.495 4.124 5.081
O7 7.759 4.770 4.913
C15 7.797 5.825 5.765
O8 8.767 6.469 5.993
O9 6.581 6.046 6.324
H24 4.872 4.857 6.317
H25 5.157 5.819 4.852
H26 6.612 3.292 5.779
H27 6.127 3.739 4.132

Want to see where the charge sits? The Mulliken charges in e are: number 1, C, carries -1.17; number 2, C, carries -0.53; number 3, C, carries 0.01; number 4, C, carries -0.66; number 5, C, carries -0.72; number 6, C, carries -0.88; number 7, C, carries -0.05; number 8, C, carries -0.73; number 9, C, carries -0.72; number 10, O, carries -0.29; number 11, S, carries 0.64; number 12, O, carries -0.47; number 13, O, carries -0.14; number 14, Cl, carries -0.10; number 15, H, carries 0.38; number 16, H, carries 0.28; number 17, H, carries 0.32; number 18, H, carries 0.29; number 19, H, carries 0.37; number 20, H, carries 0.00; number 21, H, carries 0.22; number 22, H, carries 0.27; number 23, H, carries 0.32; number 24, H, carries 0.28; number 25, H, carries 0.39; number 26, H, carries 0.44; number 27, H, carries 0.40; number 28, H, carries 0.36; number 29, H, carries -0.04; number 30, H, carries 0.35; number 31, H, carries 0.34; number 32, H, carries 0.37; number 33, H, carries 0.40; number 34, C, carries 0.23; number 35, C, carries -0.33; number 36, O, carries -0.34; number 37, C, carries 0.64; number 38, O, carries -0.49; number 39, O, carries -0.33; number 40, H, carries -0.16; number 41, H, carries 0.28; number 42, H, carries 0.27; number 43, H, carries 0.32; number 44, C, carries -0.22; number 45, C, carries -0.22; number 46, O, carries -0.34; number 47, C, carries 0.62; number 48, O, carries -0.51; number 49, O, carries -0.34; number 50, H, carries 0.24; number 51, H, carries 0.25; number 52, H, carries 0.24; number 53, H, carries 0.28